1.
# C11H5CoN2O5

A structure of composition C11H5CoN2O5 (the ωB97M-V functional and the def2-TZVPD basis, OMol25).

```
24
C11H5CoN2O5 the ωB97M-V functional and the def2-TZVPD basis
H 3.412 0.938 0.468
C 1.413 2.624 -1.569
C 3.964 2.514 -0.709
C 1.721 -0.623 -0.207
O -2.978 0.256 0.037
Co -0.037 -0.003 -0.029
C -1.826 0.177 0.044
H 4.969 2.494 -0.280
C 3.006 1.585 -0.326
C -0.812 -4.495 1.138
H 0.390 2.888 -1.877
C 3.654 3.537 -1.573
C 0.394 1.616 0.790
O -0.029 0.873 -2.869
H 4.371 4.292 -1.858
O 2.799 -1.011 -0.385
C 2.321 3.593 -1.983
N 1.840 1.595 -0.888
O -1.055 -5.578 0.876
O 0.645 2.637 1.268
H -0.342 -1.369 -0.646
C 1.900 4.744 -2.779
N 1.561 5.652 -3.406
C -0.030 0.546 -1.758
```

Computed properties:
Net charge: +1
Molar mass, u: 304.10
Lowest unoccupied orbital energy (spin up / spin down), Eh: -0.1888 / -0.2900
Orbital gap (spin up / spin down), eV: 4.8 / 5.9
Energy above the lowest of the compared OMol25 structures with the same formula, charge and spin, kJ/mol: 136.19
Expectation value of S²: 3.81
Spin multiplicity: 4

The net atomic charges from Löwdin, expressed in e, are: 0.15, -0.12, -0.01, -0.06, 0.23, 0.15, -0.06, 0.14, -0.16, -0.01, 0.16, -0.01, -0.06, 0.22, 0.13, 0.20, -0.16, -0.02, 0.02, 0.22, 0.14, -0.14, 0.20, -0.13

=====

2.
# C7H8

An isolated molecule of C7H8 (the ωB97M-V functional and the def2-TZVPD basis, OMol25).

```
15
C7H8 the ωB97M-V functional and the def2-TZVPD basis
H 0.101 -0.024 1.233
H -0.754 -2.237 0.445
C -0.379 -0.119 0.254
H 3.976 0.715 0.057
H -0.043 1.926 -0.380
C -2.774 0.544 1.152
C 1.764 0.863 -0.439
C 0.314 0.925 -0.647
C -0.178 -1.566 -0.198
H -0.490 -1.732 -1.234
C 2.936 0.777 -0.174
H -3.584 0.820 1.784
H 0.067 0.766 -1.703
H 0.881 -1.824 -0.107
C -1.769 0.229 0.570
```

Computed properties:
Molar mass, u: 92.14
Lowest unoccupied orbital energy, Eh: 0.0366
Orbital gap, eV: 10.9
Energy above the lowest of the compared OMol25 structures with the same formula, charge and spin, kJ/mol: 374.96

The net atomic charges from Löwdin, expressed in e, are: 0.14, 0.08, -0.40, 0.02, 0.12, 0.12, -0.15, -0.18, -0.06, 0.08, 0.11, 0.02, 0.12, 0.08, -0.12

=====

3.
# C6H36BNO10

A cluster of 10 separate species, C6H36BNO10 in total (the ωB97M-V functional and the def2-TZVPD basis, OMol25).

```
54
C6H36BNO10 the ωB97M-V functional and the def2-TZVPD basis
H -13.005 -61.902 19.487
O -9.570 -66.112 23.036
H -10.364 -67.750 19.899
O -10.691 -70.390 20.175
H -12.120 -66.783 19.355
H -7.513 -68.118 21.238
H -7.716 -66.881 19.073
H -13.532 -63.909 23.173
H -12.008 -64.118 21.910
H -10.671 -69.257 21.941
O -6.307 -64.468 20.117
C -7.852 -66.414 20.206
H -5.433 -63.524 21.638
C -9.981 -69.575 21.096
H -15.398 -67.070 19.061
O -15.145 -66.379 18.434
H -6.364 -65.542 21.736
C -11.070 -71.606 20.665
H -5.802 -66.482 20.420
H -15.114 -65.647 19.108
H -9.088 -65.198 23.041
O -15.834 -65.093 20.757
H -13.705 -69.183 22.225
H -12.709 -66.007 21.526
H -11.585 -72.021 19.765
H -10.116 -72.138 20.791
H -9.083 -68.905 19.415
H -14.735 -64.510 23.702
O -13.510 -69.016 23.154
H -11.354 -64.163 18.534
H -10.388 -65.916 22.708
H -8.888 -67.107 21.713
H -5.176 -62.631 20.074
H -13.292 -66.695 18.401
H -11.768 -71.519 21.543
H -12.791 -64.549 20.002
H -12.284 -61.049 20.284
N -8.364 -67.578 20.983
C -6.552 -65.774 20.713
H -4.172 -64.113 20.349
H -11.472 -62.546 18.281
H -8.682 -65.793 20.182
H -9.139 -70.079 21.630
H -15.014 -64.942 20.874
H -11.063 -65.529 20.387
O -11.151 -63.462 17.867
H -13.130 -68.096 23.108
C -5.175 -63.732 20.554
O -12.219 -61.311 19.341
C -9.495 -68.413 20.328
O -12.515 -67.242 18.580
H -15.939 -65.945 21.087
B -12.137 -65.079 20.971
O -14.084 -63.863 23.999
```

Computed properties:
Molar mass, u: 293.16
Lowest unoccupied orbital energy, Eh: -0.0207
Orbital gap, eV: 9.0
Energy above the lowest of the compared OMol25 structures with the same formula, charge and spin, kJ/mol: 0.00

The net atomic charges from Löwdin, expressed in e, are: 0.07, -0.04, 0.15, -0.19, -0.06, 0.19, 0.20, -0.01, 0.00, 0.14, -0.21, -0.10, 0.10, -0.24, 0.05, -0.07, 0.11, -0.13, 0.11, 0.03, 0.14, 0.07, 0.03, -0.05, 0.11, 0.09, 0.15, 0.02, -0.08, -0.02, -0.06, 0.09, 0.14, -0.01, 0.11, -0.02, 0.07, 0.04, -0.17, 0.08, 0.05, 0.08, 0.14, -0.11, -0.03, -0.15, 0.04, -0.12, -0.08, -0.09, -0.11, 0.04, -0.40, -0.09

=====

4.
# C8H7N4O3S

A cluster of 2 separate species, C8H7N4O3S in total (the ωB97M-V functional and the def2-TZVPD basis, OMol25).

```
23
C8H7N4O3S the ωB97M-V functional and the def2-TZVPD basis
H -0.150 1.736 -0.692
O 4.883 -0.420 0.702
C -0.705 -1.625 -0.606
C 3.708 -0.389 0.607
N 3.984 2.216 2.189
O 2.051 -1.677 -1.791
O 2.046 0.842 -1.800
C -2.765 -0.406 -0.207
N 6.046 3.297 2.640
C -0.697 0.800 -0.605
N 2.490 -0.396 0.501
H -2.603 1.738 -0.236
H -2.616 -2.549 -0.235
H -4.458 -0.944 0.994
C -2.070 -1.609 -0.337
H -4.766 -0.944 -0.743
H -0.167 -2.566 -0.693
C -0.025 -0.415 -0.754
C -4.236 -0.422 0.059
C -2.063 0.795 -0.337
N 5.016 2.756 2.414
H -4.609 0.600 0.125
S 1.706 -0.417 -1.196
```

Computed properties:
Net charge: -1
Molar mass, u: 239.24
Lowest unoccupied orbital energy, Eh: 0.0809
Orbital gap, eV: 4.7

The net atomic charges from Löwdin, expressed in e, are: 0.12, 0.15, -0.05, -0.41, -0.09, -0.30, -0.28, -0.28, -0.12, -0.03, 0.04, 0.12, 0.12, 0.08, -0.04, 0.08, 0.12, -0.29, -0.06, -0.03, -0.65, 0.07, 0.73

=====

5.
# C22H31ClGdN2O4

A structure of composition C22H31ClGdN2O4 (the ωB97M-V functional and the def2-TZVPD basis, OMol25).

```
61
C22H31ClGdN2O4 the ωB97M-V functional and the def2-TZVPD basis
H -1.557 -3.245 -3.879
C 0.767 -3.258 1.042
C -2.112 -2.588 -1.223
H -2.102 -0.078 0.032
H 2.111 1.723 1.557
H -2.932 -2.417 -0.508
H 2.784 2.525 -0.756
H -0.567 -3.560 2.709
H 1.973 3.953 -1.454
H 0.805 5.470 0.177
C -1.754 1.210 2.591
C -2.653 0.718 3.681
O -1.663 2.417 2.302
H -1.676 3.251 -3.732
O -0.927 4.355 -0.117
C -1.794 1.200 -1.858
H 0.033 2.966 -3.352
H -2.079 0.099 4.377
H 1.259 -5.041 -0.162
H 0.162 -5.384 1.219
C -0.969 -3.134 -0.423
C 0.441 -3.169 2.526
C 0.452 -4.640 0.466
O -1.091 0.239 1.992
N 0.142 2.398 -0.222
H -3.444 0.098 3.244
H 3.042 4.149 -0.037
H 0.738 2.532 2.381
H 2.429 -2.854 -0.278
H -3.098 1.563 4.203
H 1.162 -3.768 3.094
C 2.212 -2.859 0.795
H -2.879 2.303 -0.338
Cl 1.906 -0.215 -1.468
H 2.429 -1.857 1.188
H -0.425 0.024 -4.728
H -0.648 2.340 -4.857
Gd -0.213 0.020 -0.064
C -2.149 2.492 -1.141
C 1.137 3.286 0.415
C -0.903 0.002 -3.747
C -0.867 2.516 -3.798
H 2.867 -3.582 1.298
C -0.742 -2.513 -3.837
C -1.963 -0.052 -1.221
H 0.103 -2.985 -3.314
H -2.579 3.241 -1.819
C 2.314 3.487 -0.522
H 0.484 -2.129 2.876
H 0.068 4.755 1.660
C -1.215 1.217 -3.132
H 2.307 3.376 2.203
C -1.157 -1.240 -3.160
H -0.418 -2.300 -4.861
C -1.751 -1.280 -1.893
N -0.166 -2.382 0.294
H -2.435 -3.354 -1.936
O -0.714 -4.430 -0.414
C 0.337 4.577 0.611
C -0.939 3.095 -0.488
C 1.603 2.684 1.726
```

Computed properties:
Net charge: -1
Molar mass, u: 580.20
Lowest unoccupied orbital energy (spin up / spin down), Eh: 0.0951 / 0.0976
Orbital gap (spin up / spin down), eV: 3.4 / 3.0
Expectation value of S²: 16.19
Spin multiplicity: 8

The net atomic charges from Löwdin, expressed in e, are: 0.07, -0.56, -0.08, 0.11, 0.08, 0.12, 0.05, 0.09, 0.09, 0.13, -0.66, -0.02, 0.00, 0.07, 0.04, -0.29, 0.08, 0.08, 0.13, 0.12, -0.34, -0.03, -0.05, -0.27, 0.03, 0.08, 0.08, 0.07, 0.06, 0.07, 0.08, -0.07, 0.13, -0.16, 0.07, 0.08, 0.07, 1.09, -0.05, -0.55, -0.10, -0.04, 0.08, -0.05, -0.33, 0.09, 0.12, -0.04, 0.08, 0.13, -0.27, 0.09, -0.28, 0.07, -0.30, 0.03, 0.11, 0.02, -0.05, -0.37, -0.04

=====

6.
# C23H24N2O5S2

An isolated molecule of C23H24N2O5S2 (the ωB97M-V functional and the def2-TZVPD basis, OMol25).

```
56
C23H24N2O5S2 the ωB97M-V functional and the def2-TZVPD basis
H 0.168 -4.326 -2.186
C 3.411 1.086 1.649
C 0.533 1.122 -2.758
C 2.286 0.265 1.746
C -2.344 -2.211 -3.205
H 4.204 4.389 5.681
H 1.284 1.413 -3.478
S -0.500 -1.686 1.424
N -0.391 -2.869 -0.850
C 4.243 3.811 4.759
C -0.956 -2.833 -3.252
C -3.856 -0.513 -2.457
O 1.049 1.442 5.025
C -0.485 0.269 -3.143
H -0.840 0.812 4.429
C -0.401 1.260 -0.560
H -4.511 -1.371 -2.296
H 4.592 2.615 2.536
O 3.125 2.956 4.801
H -3.907 0.168 -1.608
H -2.175 0.118 -0.220
N -2.494 -1.006 -2.590
H 1.381 2.277 -1.164
H 0.616 -0.264 2.980
H 0.156 -0.420 5.252
H -0.941 -3.498 -4.117
C -0.096 0.644 5.215
H 4.048 1.016 0.781
C -1.453 -0.124 -2.224
C 3.718 1.993 2.645
H -1.573 -4.298 -1.769
C 1.477 0.375 2.889
C -1.414 0.397 -0.935
O 1.666 -2.283 -1.655
C 0.585 1.613 -1.465
C -4.302 0.232 -3.715
H -0.543 -0.078 -4.164
H -3.817 1.896 -4.614
O -3.568 1.436 -3.806
C 0.827 -2.212 -0.785
H 4.197 4.491 3.903
H -4.127 -0.405 -4.591
C 1.773 1.272 3.892
C 2.916 2.106 3.773
C -1.244 -2.698 0.191
C -0.700 -3.686 -2.005
H -0.375 1.649 0.448
H 2.733 -0.664 -0.130
H -5.378 0.439 -3.639
C 1.999 -0.633 0.669
O -3.303 -2.821 -3.639
S -2.744 -3.320 0.323
H -0.509 0.951 6.174
C 0.934 -1.437 0.452
H -0.155 -2.104 -3.347
H 5.180 3.246 4.727
```

Computed properties:
Molar mass, u: 472.59
Lowest unoccupied orbital energy, Eh: -0.0264
Orbital gap, eV: 7.2
Energy above the lowest of the compared OMol25 structures with the same formula, charge and spin, kJ/mol: 108.82

The net atomic charges from Löwdin, expressed in e, are: 0.14, -0.03, -0.06, -0.22, -0.45, 0.10, 0.11, 1.03, -0.09, -0.07, -0.06, -0.12, -0.06, -0.02, 0.10, -0.09, 0.13, 0.11, -0.05, 0.12, 0.11, 0.01, 0.10, 0.03, 0.10, 0.13, -0.07, 0.12, -0.22, -0.01, 0.09, 0.03, -0.05, 0.11, -0.08, -0.23, 0.13, 0.09, -0.06, -0.45, 0.10, 0.12, -0.19, -0.19, -1.09, -0.12, 0.11, 0.13, 0.12, -0.03, 0.06, 0.69, 0.10, -0.41, 0.09, 0.10